# C2H10N

A 2-piece molecular cluster, C2H10N overall (wB97M-V/def2-TZVPD, the Open Molecules 2025 dataset).

Geometry (Å):
N (0.5177, -1.8881, 0.5155)
H (1.4786, -1.8281, 0.8405)
H (0.1352, -0.9332, 0.5702)
H (-0.0243, -2.5880, 1.0470)
H (0.3388, -2.2767, -0.4147)
C (-0.1398, 1.1241, -1.0915)
C (-0.4596, 1.2130, 0.4004)
H (0.4758, 1.9726, -1.3719)
H (0.3467, 0.1803, -1.3490)
H (-1.0603, 1.1272, -1.6725)
H (-0.6190, 2.2536, 0.6979)
H (0.3676, 0.9383, 1.0725)
H (-1.3577, 0.7052, 0.7556)

Output
Total charge: +1
Electronic energy in eV: -3719.1550
Energy above the lowest of the compared OMol25 structures with the same formula, charge and spin in kJ/mol: 25.09
Gap between HOMO and LUMO in eV: 11.784